(1)
{"formula": "C25H30BrCl45FN2", "method": "wB97M-V/def2-TZVPD", "symbols": ["C", "C", "C", "Br", "C", "C", "C", "N", "N", "C", "C", "C", "F", "C", "H", "H", "H", "H", "H", "H", "H", "H", "H", "H", "H", "H", "H", "H", "H", "C", "Cl", "Cl", "Cl", "H", "C", "Cl", "Cl", "Cl", "H", "C", "Cl", "Cl", "Cl", "H", "C", "Cl", "Cl", "Cl", "H", "C", "Cl", "Cl", "Cl", "H", "C", "Cl", "Cl", "Cl", "H", "C", "Cl", "Cl", "Cl", "H", "C", "Cl", "Cl", "Cl", "H", "C", "Cl", "Cl", "Cl", "H", "C", "Cl", "Cl", "Cl", "H", "C", "Cl", "Cl", "Cl", "H", "C", "Cl", "Cl", "Cl", "H", "C", "Cl", "Cl", "Cl", "H", "C", "Cl", "Cl", "Cl", "H", "C", "Cl", "Cl", "Cl", "H"], "coordinates": [[0.513054, -1.980316, -0.393911], [0.900907, -2.091485, -1.991960], [2.202748, -1.101724, -2.285504], [3.893400, -1.966877, -1.656754], [1.864984, 0.339586, -1.552666], [2.862564, 0.984763, -0.374078], [2.301335, 2.437159, 0.239848], [1.060783, 3.133457, -0.203402], [0.318515, 2.537476, -1.175591], [-0.934872, 3.334086, -1.612150], [-2.279551, 2.405438, -1.740916], [-2.841360, 1.826475, -0.288134], [-3.370280, 3.326881, -2.235297], [0.511612, 1.247580, -1.931063], [-0.055100, -2.934444, 0.000560], [1.512808, -1.815176, 0.229390], [-0.189515, -1.060775, -0.152112], [-0.012504, -1.620100, -2.586328], [1.095090, -3.196808, -2.326595], [2.295858, -0.976780, -3.461207], [3.860924, 0.484356, -0.019365], [2.986349, 2.944334, 1.056623], [-1.166298, 4.139764, -0.764207], [-0.682353, 3.967630, -2.579853], [-2.217901, 1.544860, -2.533544], [-2.070651, 1.154328, 0.280886], [-3.170401, 2.795346, 0.324339], [-3.864548, 1.260166, -0.527302], [-0.174432, 0.822807, -2.778527], [2.939655, -4.137245, 2.118739], [3.180429, -2.397230, 1.886994], [2.156066, -4.454980, 3.675813], [1.982391, -4.815184, 0.790767], [3.918717, -4.623129, 2.120464], [-2.511247, 3.176481, 3.804066], [-3.951730, 2.172919, 3.564906], [-1.385592, 2.981993, 2.449620], [-2.963899, 4.878611, 3.997259], [-2.010274, 2.847522, 4.718102], [3.615460, 5.793033, 2.987709], [4.810139, 6.745571, 3.884784], [4.324483, 4.265691, 2.436385], [2.184234, 5.489525, 3.987179], [3.307032, 6.366257, 2.109680], [0.381528, -6.474845, -2.956530], [0.668671, -5.859286, -1.320081], [-1.342261, -6.393575, -3.358271], [1.339403, -5.567812, -4.139420], [0.694008, -7.521677, -2.990415], [-6.358408, 2.543082, 6.619682], [-5.177356, 3.756600, 6.098318], [-6.149006, 1.038808, 5.707126], [-6.213008, 2.240637, 8.359466], [-7.360874, 2.930209, 6.420077], [-4.038552, -3.460283, -1.824700], [-4.758879, -2.129911, -0.902439], [-3.647867, -2.935796, -3.471432], [-2.590760, -4.072048, -1.006711], [-4.768314, -4.271681, -1.885768], [4.821457, -5.539917, 6.757892], [5.105855, -3.854586, 7.224907], [3.242691, -6.090168, 7.344551], [4.930606, -5.725061, 4.999122], [5.595019, -6.159987, 7.218070], [4.474519, -9.728087, 5.612190], [4.102014, -9.406625, 3.910065], [5.782110, -8.672136, 6.173101], [3.029886, -9.516237, 6.615991], [4.807099, -10.765384, 5.701945], [1.745630, 4.297258, -5.254690], [3.293278, 5.159636, -5.234210], [1.419877, 3.566030, -3.673982], [0.430273, 5.390542, -5.717321], [1.806570, 3.498065, -5.997809], [-7.938552, -4.440520, -1.809120], [-8.658879, -3.110147, -0.886858], [-7.547867, -3.916032, -3.455852], [-6.490760, -5.052285, -0.991130], [-8.668314, -5.251917, -1.870188], [8.867079, 7.712796, 4.160222], [8.494574, 8.034259, 2.458097], [10.174670, 8.768748, 4.721132], [7.422446, 7.924647, 5.164023], [9.199659, 6.675500, 4.249976], [3.028772, 6.946789, -1.005675], [2.764634, 5.370971, -0.239936], [3.728041, 8.091610, 0.151847], [4.075147, 6.780816, -2.425892], [2.061834, 7.336478, -1.334036], [7.908367, 6.669223, -2.998100], [6.678058, 6.086536, -4.132182], [7.863812, 5.731030, -1.495683], [9.518776, 6.590913, -3.732889], [7.689416, 7.713007, -2.758884], [-5.971228, -5.448274, -6.948909], [-6.235366, -7.024093, -6.183171], [-5.271959, -4.303453, -5.791388], [-4.924853, -5.614247, -8.369126], [-6.938166, -5.058585, -7.277271], [-12.219560, -2.711495, -2.843420], [-13.353091, -3.730278, -1.939807], [-11.815465, -1.256682, -1.916234], [-10.752527, -3.619535, -3.246831], [-12.700930, -2.403390, -3.775088]], "forces_ev_per_angstrom": [[0.2, 0.0, 0.4], [-0.6, 1.0, 0.8], [-2.2, 0.4, -0.7], [-1.2, 0.9, -0.4], [0.5, 3.4, 2.2], [-5.0, 2.2, -2.1], [-0.9, -2.5, -2.5], [3.3, -4.4, 0.0], [-0.3, -3.1, -2.0], [-1.2, 1.6, 0.6], [-1.2, 0.0, 0.5], [-1.0, 1.1, -1.1], [2.7, -1.8, 1.0], [4.5, -0.2, 3.1], [1.3, 1.9, -0.9], [-2.4, -0.6, -1.4], [1.4, -1.8, -0.7], [1.9, -1.2, 0.9], [-0.2, 2.3, 0.6], [0.0, 0.0, 2.6], [-2.2, 1.0, -0.8], [-2.0, -0.8, -1.8], [0.7, -2.0, -1.7], [-0.7, -1.8, 2.0], [0.0, 1.8, 1.4], [-1.5, 1.3, -1.1], [1.0, -2.3, -1.2], [2.5, 1.0, 0.5], [1.1, 1.5, 2.0], [-0.1, -0.2, 0.4], [0.3, -0.1, 0.3], [0.0, 0.2, -0.4], [0.8, 0.3, 0.8], [-0.3, 0.2, 0.0], [-0.3, 0.0, 0.2], [0.5, 0.1, -0.3], [0.2, 0.1, 0.3], [0.2, -0.2, -0.1], [-0.2, 0.1, -0.3], [-0.2, 0.5, 0.3], [-0.3, -0.3, -0.4], [0.3, 0.0, 0.3], [0.1, 0.0, -0.2], [0.1, -0.3, 0.3], [-0.2, -0.2, -0.2], [-0.5, -0.4, -0.8], [0.3, -0.1, 0.0], [-0.1, -0.1, 0.1], [-0.1, 0.4, 0.0], [-0.1, 0.1, 0.1], [-0.4, 0.0, 0.3], [-0.2, 0.1, 0.2], [-0.1, 0.0, -0.3], [0.4, -0.1, 0.1], [0.3, 0.2, -0.1], [0.1, -0.1, -0.1], [0.1, 0.1, 0.2], [-0.2, 0.1, 0.0], [0.6, 0.6, -0.2], [0.0, 0.1, 0.1], [0.0, -0.2, 0.0], [0.3, 0.2, -0.1], [0.2, 0.1, 0.2], [-0.3, 0.2, -0.2], [-0.2, -0.1, 0.0], [0.1, -0.1, 0.2], [0.1, -0.5, 0.0], [0.2, -0.2, -0.2], [-0.1, 0.4, 0.0], [0.2, 0.3, -0.5], [-0.3, -0.3, -0.2], [0.5, 0.0, -0.4], [0.2, -0.2, 0.1], [0.0, 0.2, 0.3], [-0.4, 0.2, 0.0], [0.4, -0.2, 0.1], [0.1, -0.2, 0.3], [-0.9, -0.6, 0.3], [0.3, 0.2, 0.0], [0.1, 0.0, 0.0], [0.0, -0.1, 0.2], [-0.2, -0.2, -0.1], [0.3, 0.0, 0.0], [-0.1, 0.4, 0.0], [0.1, 0.3, -0.3], [0.0, 0.6, -0.5], [-0.1, -0.1, -0.1], [-0.3, 0.1, 0.6], [0.3, -0.1, 0.2], [0.2, 0.1, 0.1], [0.2, 0.0, -0.1], [0.0, 0.2, -0.1], [-0.3, 0.0, 0.1], [0.0, -0.4, -0.1], [-0.1, 0.0, -0.1], [0.0, 0.2, -0.1], [-0.1, -0.2, -0.3], [-0.2, 0.0, 0.2], [0.3, -0.1, 0.1], [-0.2, 0.0, 0.0], [0.1, 0.1, -0.2], [0.0, -0.1, -0.1], [-0.5, 0.1, -0.4], [0.2, -0.1, 0.3]], "total_charge": 1, "e_lumo_ev": -4.72, "homo_lumo_gap_ev": 7.56, "energy_ha": -24461.93826}


(2)
{"formula": "C25H30BrN3O5", "method": "wB97M-V/def2-TZVPD", "symbols": ["C", "C", "C", "O", "O", "C", "C", "C", "C", "C", "C", "O", "C", "O", "O", "Br", "H", "H", "H", "H", "H", "H", "H", "H", "H", "H", "H", "H", "H", "H", "H", "N", "C", "C", "C", "C", "C", "H", "H", "H", "H", "H", "N", "C", "C", "C", "C", "C", "H", "H", "H", "H", "H", "N", "C", "C", "C", "C", "C", "H", "H", "H", "H", "H"], "coordinates": [[-0.527160, 5.205806, 0.575046], [-1.104446, 3.951911, 0.953083], [-1.400132, 2.760699, -0.047726], [-2.163224, 1.847631, 0.373756], [-0.849978, 2.648722, -1.345951], [-0.432221, 1.284491, -1.628280], [0.825982, 0.806585, -0.726867], [0.741248, -0.782742, -0.525899], [1.330631, -1.315891, 0.863812], [0.765546, -0.570037, 2.164103], [1.873648, -0.306291, 3.283144], [3.042888, 0.413280, 2.815418], [2.906623, 1.801036, 2.960123], [2.428565, 2.403273, 3.926549], [3.432868, 2.591618, 1.877708], [5.242468, 2.269236, 1.688773], [-1.168006, 6.135063, 0.751349], [0.509930, 5.353223, 0.140688], [-1.357017, 3.772297, 2.058048], [-0.073762, 1.283372, -2.719655], [-1.298876, 0.531117, -1.600243], [1.755910, 1.012579, -1.372833], [0.943142, 1.405154, 0.231774], [-0.312435, -1.209735, -0.674361], [1.402144, -1.242528, -1.352451], [2.476783, -1.269476, 0.811361], [1.017824, -2.421762, 0.952581], [-0.026097, -1.273107, 2.620499], [0.215577, 0.407256, 1.951139], [2.254114, -1.334328, 3.637895], [1.351119, 0.155305, 4.180130], [-1.737948, -2.937727, -1.132498], [-2.788711, -2.485560, -1.834265], [-3.523032, -3.266184, -2.712208], [-3.150444, -4.591778, -2.880766], [-2.066681, -5.084609, -2.168982], [-1.399648, -4.223719, -1.312560], [-3.039194, -1.442032, -1.670795], [-4.364512, -2.848377, -3.250850], [-3.699564, -5.234654, -3.560084], [-1.747766, -6.113704, -2.276204], [-0.548224, -4.563192, -0.731330], [-6.940730, -7.167419, -0.845547], [-6.221590, -6.133161, -1.307554], [-6.367341, -4.830412, -0.859110], [-7.314136, -4.576667, 0.122295], [-8.072923, -5.627520, 0.616477], [-7.848160, -6.895255, 0.104301], [-5.496768, -6.381334, -2.075973], [-5.756773, -4.034884, -1.266815], [-7.459112, -3.569973, 0.498558], [-8.821178, -5.466029, 1.382231], [-8.413744, -7.749937, 0.461207], [7.762933, 4.763096, -0.540111], [8.477828, 5.790788, -1.023231], [8.327752, 7.101505, -0.599562], [7.381308, 7.370838, 0.378309], [6.626914, 6.327127, 0.893958], [6.855348, 5.050358, 0.406137], [9.202472, 5.530564, -1.787847], [8.934917, 7.891412, -1.023558], [7.233266, 8.384160, 0.735224], [5.879089, 6.500812, 1.657674], [6.292696, 4.199715, 0.780764]], "forces_ev_per_angstrom": [[-1.1, -1.3, 0.5], [1.2, 0.9, -1.5], [-0.4, -3.1, 2.0], [2.4, 3.2, -1.3], [-0.1, 0.4, 2.2], [0.7, -1.1, -0.8], [-0.1, -0.4, -1.2], [0.6, -0.2, 0.0], [-0.2, -0.1, -0.2], [0.1, -0.2, 0.2], [-1.5, -2.3, 0.7], [-1.1, 2.9, -0.1], [-0.3, 1.2, 1.9], [1.1, -2.2, -3.2], [-0.1, -1.8, 1.5], [-0.7, -0.4, 0.1], [1.7, -1.1, 1.1], [-2.0, -0.5, -0.9], [-1.2, 0.5, -2.2], [-0.7, 0.3, 1.6], [1.2, 1.3, 0.4], [-1.3, -0.1, 1.2], [-0.4, -0.8, -1.2], [1.5, 0.9, 0.3], [-1.1, 0.5, 1.2], [-1.6, 0.0, 0.3], [0.7, 1.6, -0.2], [1.2, 1.2, -0.4], [0.8, -1.3, 0.0], [-0.3, 1.7, -0.6], [1.1, -0.1, -1.1], [-0.5, -0.5, -0.4], [0.4, 0.0, 0.4], [0.1, -0.1, 0.0], [0.0, -0.1, -0.1], [-0.1, 0.0, -0.1], [0.0, 0.5, 0.2], [0.0, 0.0, 0.0], [0.1, 0.0, 0.0], [0.0, 0.0, 0.0], [0.0, 0.1, 0.0], [0.0, 0.0, 0.0], [-0.1, 0.6, 0.2], [-0.2, -0.5, 0.1], [-0.1, 0.0, 0.1], [0.0, 0.1, 0.0], [0.1, 0.1, -0.1], [0.3, -0.3, -0.4], [0.0, 0.1, 0.0], [0.0, -0.1, 0.0], [0.0, -0.1, 0.0], [0.0, 0.0, 0.0], [0.0, 0.1, 0.0], [-0.1, 0.6, 0.2], [-0.2, -0.5, 0.1], [-0.1, 0.0, 0.1], [0.0, 0.1, 0.0], [0.1, 0.1, -0.1], [0.3, -0.3, -0.4], [0.0, 0.1, 0.0], [0.0, -0.1, 0.0], [0.0, -0.1, 0.0], [0.0, 0.0, 0.0], [0.2, 0.5, -0.2]], "relative_energy_kcal_mol": 192.2, "smiles": "C=CC(=O)OCCCCCCOC(=O)OBr.c1ccncc1.c1ccncc1.c1ccncc1", "e_lumo_ev": -1.05, "homo_lumo_gap_ev": 7.82, "energy_ha": -4084.85667}


(3)
{"formula": "C25H30ClN3O6", "method": "wB97M-V/def2-TZVPD", "symbols": ["C", "C", "O", "C", "C", "H", "H", "C", "N", "C", "O", "C", "N", "C", "O", "C", "N", "C", "O", "C", "H", "H", "H", "H", "H", "H", "C", "C", "C", "C", "C", "C", "C", "H", "O", "C", "O", "H", "H", "H", "H", "H", "H", "C", "C", "C", "C", "C", "C", "H", "H", "Cl", "H", "H", "H", "H", "H", "H", "H", "H", "H", "H", "H", "H", "H"], "coordinates": [[-3.794430, -4.318589, -0.113989], [-4.216051, -3.099549, -0.932184], [-5.207031, -2.311173, -0.304386], [-4.795490, -1.591339, 0.839208], [-5.198309, -0.120756, 0.694607], [-5.127627, 0.373375, 1.665448], [-6.232819, -0.081842, 0.354935], [-4.311555, 0.602951, -0.321603], [-2.957906, 0.733498, 0.171180], [-1.914823, 0.068410, -0.347634], [-1.988757, -0.635680, -1.338349], [-0.593376, 0.349865, 0.382916], [0.111274, 1.348712, -0.431482], [-0.142552, 2.639326, -0.152670], [-0.911702, 2.972216, 0.739076], [0.580641, 3.710329, -0.973086], [0.690487, 4.917212, -0.188723], [1.778000, 5.098417, 0.610526], [2.766792, 4.401499, 0.527842], [1.648555, 6.271590, 1.553220], [0.915075, 6.036589, 2.322241], [2.607657, 6.464022, 2.024684], [1.320298, 7.157050, 1.014668], [-0.181794, 5.338936, 0.093209], [1.596539, 3.406960, -1.226782], [0.010724, 3.917135, -1.884536], [0.849459, 0.848004, -1.574938], [2.205939, 0.297421, -1.194351], [3.068948, 1.017991, -0.382090], [4.296345, 0.500135, 0.024635], [4.622615, -0.760362, -0.409145], [3.768618, -1.481475, -1.245193], [2.562732, -0.973968, -1.654443], [1.909504, -1.545532, -2.292064], [4.326716, -2.698218, -1.526785], [5.543120, -2.739311, -0.810802], [5.735274, -1.511245, -0.141988], [5.508370, -3.558829, -0.074486], [6.376378, -2.913447, -1.509227], [4.956913, 1.065429, 0.659158], [2.799513, 2.001461, -0.029807], [0.953136, 1.643458, -2.315185], [0.248462, 0.051808, -2.025322], [0.277950, -0.848497, 0.672902], [1.314674, -0.681851, 1.587497], [2.180884, -1.716847, 1.876389], [1.997903, -2.943455, 1.256985], [0.957949, -3.138048, 0.365814], [0.104448, -2.087871, 0.073876], [-0.691276, -2.239214, -0.637589], [0.822270, -4.098011, -0.106714], [3.085216, -4.239729, 1.600857], [2.991543, -1.575652, 2.573487], [1.455022, 0.275962, 2.065754], [-0.813034, 0.850712, 1.333748], [-2.800354, 1.380980, 0.929355], [-4.269431, 0.026327, -1.247835], [-4.714047, 1.597387, -0.534337], [-3.710073, -1.661251, 0.976865], [-5.282881, -2.020807, 1.725525], [-4.682215, -3.424782, -1.865735], [-3.338273, -2.486215, -1.174481], [-3.108370, -4.927257, -0.696608], [-4.666336, -4.915554, 0.142574], [-3.295438, -4.018826, 0.805354]], "forces_ev_per_angstrom": [[-0.2, 0.4, -0.1], [0.2, -0.3, -0.1], [-0.2, 0.2, 0.0], [-0.2, 0.2, 0.2], [0.3, -0.4, -0.3], [-0.1, 0.0, 0.1], [-0.1, 0.0, 0.1], [-0.3, -0.1, 0.0], [-0.3, 0.2, 0.3], [0.3, 0.3, 0.5], [0.0, -0.2, -0.4], [-0.2, 0.1, 0.1], [-0.2, -0.2, 0.2], [0.2, 0.2, -0.1], [-0.1, 0.2, 0.2], [0.0, 0.1, 0.2], [-0.3, -0.1, -0.4], [-0.2, 0.5, 0.0], [0.3, -0.3, 0.1], [0.2, -0.1, 0.0], [-0.1, 0.0, 0.1], [0.0, 0.0, 0.0], [-0.1, 0.1, 0.0], [0.1, 0.0, 0.1], [-0.2, 0.0, -0.1], [0.1, -0.1, 0.0], [0.3, 0.0, -0.2], [0.2, 0.1, -0.1], [-0.1, 0.0, -0.2], [0.3, -0.2, 0.0], [-0.5, -0.2, -0.3], [0.3, 0.4, 0.3], [0.3, -0.1, 0.0], [-0.1, -0.1, -0.1], [-0.4, 0.2, -0.2], [0.8, -1.0, 0.1], [-0.1, 0.5, 0.1], [-0.1, 0.2, -0.1], [-0.2, 0.1, 0.1], [0.1, 0.1, 0.1], [-0.1, 0.2, 0.1], [-0.1, -0.1, 0.0], [0.0, 0.2, -0.1], [-0.2, -0.2, 0.1], [-0.1, -0.1, -0.1], [0.0, 0.0, 0.0], [-0.3, 0.2, -0.1], [0.2, -0.1, 0.2], [-0.1, 0.0, 0.1], [0.0, 0.0, 0.0], [0.0, -0.1, 0.0], [0.2, -0.2, 0.1], [0.1, 0.0, 0.1], [0.0, 0.1, 0.0], [0.0, -0.2, -0.3], [0.2, -0.1, -0.1], [0.0, 0.1, 0.0], [0.0, -0.1, -0.1], [0.0, 0.0, 0.0], [0.1, 0.0, -0.1], [0.1, 0.0, 0.0], [-0.1, 0.0, 0.0], [0.1, -0.1, 0.0], [-0.1, -0.1, 0.0], [0.1, 0.0, 0.1]], "relative_energy_kcal_mol": 1.6, "smiles": "CCOCCCNC(=O)[C@@H](c1ccc(Cl)cc1)N(Cc1ccc2c(c1)OCO2)C(=O)CNC(C)=O", "e_lumo_ev": 0.60, "homo_lumo_gap_ev": 8.50, "energy_ha": -2046.59807}